This record from the Open Molecules 2025 dataset describes C42H43N7O4Re as an isolated structure. The level of theory is wB97M-V/def2-TZVPD.

Output
Net charge ... +2
<S²> ... 0.79
HOMO (alpha / beta) ... -13.285 / -13.281 eV
E_LUMO (alpha / beta) ... -7.57 / -7.32 eV
Frontier orbital gap (alpha / beta) ... 5.7 / 6.0 eV
2S+1 ... 2
DFT total energy ... -2388.30726 a.u.
ΔE to the lowest compared entry with this formula, charge and spin ... 2.4039 eV

Cartesian coordinates (Å):
Re 0.6211 0.7012 0.5560
C 4.5788 -1.0607 1.0281
C 3.5651 -0.1882 0.6161
N 2.3986 -0.1340 1.2419
C 2.1724 -0.9639 2.3092
C 3.1073 -1.9060 2.7389
C 4.3478 -1.9279 2.0634
C 2.7561 -2.7358 3.8353
C 1.5470 -2.5734 4.4500
C 0.6320 -1.5727 4.0360
C 0.9427 -0.7704 2.9739
N 0.2475 0.3333 2.4317
C -0.2892 1.3627 3.2403
C -0.9648 1.3192 4.4283
C -1.3047 2.5327 5.0806
C -0.9130 3.7468 4.5882
C -0.1675 3.8098 3.3822
C 0.4126 4.9761 2.8353
C 1.1887 4.8833 1.7058
C 1.3392 3.6435 1.0703
N 0.7590 2.5444 1.5291
C 0.0712 2.6116 2.7094
H 5.5171 -1.0535 0.4957
H 3.7042 0.4714 -0.2312
H 5.1119 -2.6293 2.3745
H 3.4559 -3.4837 4.1814
H 1.2804 -3.2073 5.2834
H -0.3040 -1.4666 4.5631
H -1.2466 0.3817 4.8828
H -1.8671 2.4854 6.0021
H -1.1463 4.6598 5.1183
H 0.2702 5.9287 3.3292
H 1.6824 5.7482 1.2879
H 1.9360 3.5452 0.1731
O 0.9362 -1.9373 -0.4341
C 1.0150 -1.9431 -1.8751
C 0.5269 -0.5472 -2.2711
O -0.0168 -0.2702 -3.2949
O 0.8197 0.4083 -1.3661
C 2.4663 -2.0924 -2.3464
C 2.8873 -1.5504 -3.5567
C 4.1852 -1.7533 -4.0015
C 5.0774 -2.5003 -3.2469
C 4.6600 -3.0494 -2.0441
C 3.3627 -2.8416 -1.5964
C 0.1703 -3.0589 -2.4853
C -0.0082 -3.1244 -3.8644
C -0.7272 -4.1629 -4.4312
C -1.2687 -5.1625 -3.6348
C -1.0841 -5.1138 -2.2638
C -0.3715 -4.0660 -1.6946
H 1.0970 -2.8268 -0.1009
H 2.2096 -0.9601 -4.1609
H 4.4946 -1.3318 -4.9478
H 6.0859 -2.6640 -3.6002
H 5.3407 -3.6554 -1.4599
H 3.0505 -3.3127 -0.6732
H 0.4037 -2.3598 -4.5064
H -0.8595 -4.1918 -5.5037
H -1.8244 -5.9750 -4.0812
H -1.4896 -5.8910 -1.6308
H -0.2627 -4.0654 -0.6174
C -3.6162 -1.6718 -0.0876
C -3.9774 -0.8206 1.1478
C -2.6273 -0.4976 1.7832
O -1.6642 -0.5989 0.7205
C -2.0898 -1.7345 -0.0654
H -3.9734 -1.2000 -1.0015
H -4.0455 -2.6701 -0.0432
H -4.6222 -1.3481 1.8470
H -4.4935 0.0918 0.8505
H -2.3699 -1.2284 2.5586
H -2.5654 0.5014 2.2071
H -1.7329 -2.6435 0.4252
H -1.6342 -1.6635 -1.0494
C -2.1622 1.2958 -1.3016
N -3.1003 2.1025 -2.0447
C -2.3670 2.9085 -3.0214
N -1.3939 3.7766 -2.3533
C -0.4553 2.9572 -1.6222
N -1.1200 2.1155 -0.5650
C -1.9053 3.0455 0.3133
N -2.8502 3.8614 -0.4158
C -3.7942 2.9930 -1.1222
C -2.1118 4.6407 -1.4166
H -1.6385 0.6402 -1.9957
H -2.7004 0.7175 -0.5676
H -3.0710 3.5301 -3.5736
H -1.8471 2.2508 -3.7180
H 0.2594 3.6177 -1.1341
H 0.0687 2.2924 -2.3025
H -1.2229 3.7209 0.8174
H -2.4339 2.4399 1.0542
H -4.4984 3.6120 -1.6764
H -4.3484 2.4002 -0.3917
H -1.3976 5.2912 -0.9068
H -2.8156 5.2615 -1.9691